Record 1
Here is an isolated molecule of C21H27ClN2O5 from the Open Molecules 2025 dataset. Energies are from the ωB97M-V functional and the def2-TZVPD basis.

Geometry as XYZ:
```
56
Properties=species:S:1:pos:R:3:forces:R:3
C 4.354 4.878 -2.305 0.0012 0.0001 0.0001
O 3.357 4.192 -3.059 0.0001 0.0004 -0.0007
C 2.442 3.531 -2.289 -0.0002 -0.0022 0.0008
C 2.599 2.161 -2.064 0.0019 0.0036 -0.0012
C 3.778 1.431 -2.641 -0.0022 0.0008 -0.0011
C 1.636 1.496 -1.319 -0.0018 -0.0015 0.0014
C 0.535 2.163 -0.795 -0.0053 0.0029 0.0002
C -0.454 1.358 -0.006 -0.0012 -0.0079 0.0009
O -0.539 0.145 -0.141 0.0040 0.0009 0.0025
N -1.236 2.033 0.870 0.0034 0.0014 0.0021
C -2.199 1.329 1.700 -0.0047 0.0012 0.0006
C -3.503 1.042 0.964 0.0005 -0.0007 0.0034
C -4.439 0.175 1.781 -0.0016 -0.0009 -0.0077
O -3.780 -1.047 2.042 0.0035 0.0030 0.0077
C -4.597 -2.048 2.614 -0.0010 -0.0020 -0.0024
C -3.742 -3.286 2.749 -0.2755 -0.3329 -0.0200
N -3.232 -3.650 1.418 0.4572 0.5464 0.2775
C -2.146 -4.533 1.399 -0.3242 -0.3308 -0.8287
O -2.227 -5.696 1.706 0.1209 0.1306 0.5373
C -0.931 -3.926 0.864 0.0252 -0.0168 0.0333
C 0.029 -3.298 0.506 0.0162 -0.0057 0.0366
C 1.173 -2.506 0.085 -0.0208 0.0137 -0.0373
C 2.550 -3.109 0.381 -0.0008 0.0009 0.0005
C 3.444 -2.324 -0.579 0.0012 -0.0098 -0.0073
O 2.600 -1.849 -1.636 -0.0004 0.0048 0.0046
C 1.270 -2.312 -1.428 0.0019 0.0045 -0.0012
C 0.374 3.520 -1.039 0.0024 0.0049 -0.0037
C 1.327 4.193 -1.785 -0.0005 -0.0004 0.0008
Cl 1.105 5.880 -2.123 0.0004 -0.0013 -0.0002
H 5.019 5.347 -3.025 -0.0002 -0.0001 -0.0002
H 3.906 5.644 -1.669 -0.0003 -0.0002 0.0002
H 4.920 4.178 -1.685 -0.0001 0.0001 0.0002
H 3.663 0.359 -2.494 0.0010 -0.0003 -0.0003
H 3.873 1.637 -3.708 0.0002 0.0001 0.0002
H 4.711 1.751 -2.171 0.0002 -0.0013 0.0006
H 1.739 0.432 -1.151 0.0002 -0.0006 -0.0023
H -1.056 3.007 1.037 0.0020 -0.0001 -0.0001
H -1.753 0.389 2.020 0.0010 0.0003 -0.0009
H -2.386 1.936 2.588 -0.0005 0.0004 -0.0005
H -4.008 1.978 0.712 0.0002 -0.0001 -0.0012
H -3.270 0.526 0.031 0.0012 0.0011 -0.0002
H -4.707 0.663 2.730 -0.0014 -0.0004 0.0002
H -5.369 -0.008 1.228 -0.0004 -0.0006 0.0009
H -4.965 -1.735 3.599 -0.0020 -0.0022 -0.0001
H -5.459 -2.246 1.965 -0.0004 0.0019 0.0001
H -2.920 -3.075 3.442 0.0008 -0.0004 -0.0001
H -4.332 -4.105 3.159 0.0006 0.0004 0.0018
H -2.954 -2.783 0.968 0.0013 -0.0010 -0.0025
H 1.085 -1.516 0.538 -0.0009 -0.0018 0.0032
H 2.849 -2.998 1.422 0.0011 0.0005 -0.0001
H 2.544 -4.172 0.136 -0.0013 0.0000 0.0009
H 3.897 -1.456 -0.092 0.0012 -0.0009 0.0003
H 4.242 -2.938 -1.000 -0.0002 0.0000 -0.0003
H 1.103 -3.261 -1.949 -0.0026 0.0004 0.0009
H 0.574 -1.561 -1.796 0.0001 -0.0003 -0.0011
H -0.496 4.066 -0.702 -0.0007 -0.0023 0.0018
```
Forces are in eV/Å.

Results
SMILES = COc1c(C)cc(C(=O)NCCCOCCNC(=O)C#C[C@H]2CCOC2)cc1Cl

Here are the natural (NBO) charges for atoms 1 to 5, given in e: number 1, C, carries -0.25; number 2, O, carries -0.53; number 3, C, carries 0.34; number 4, C, carries -0.06; number 5, C, carries -0.64

Record 2
Here is a structure of composition C21H27ClN6O4PtSeSi from the Open Molecules 2025 dataset. Energies are from the ωB97M-V functional and the def2-TZVPD basis.

Geometry as XYZ:
```
62
Properties=species:S:1:pos:R:3:forces:R:3
Pt 0.199 -0.488 -0.183 -0.5510 1.2208 0.8585
Se -2.838 -0.404 6.955 0.0077 -0.0041 -0.0276
N -2.465 0.849 5.759 -0.0052 -0.0369 -0.0044
C -1.972 0.237 4.711 -0.0127 0.0645 0.0471
C -1.553 0.933 3.505 0.0590 0.0140 -0.0931
C -1.650 2.318 3.352 -0.0114 0.0045 0.0130
C -1.221 2.893 2.177 0.0318 -0.0019 -0.0003
C -0.713 2.090 1.164 -0.0569 0.0795 0.0144
N -0.622 0.764 1.306 -0.7381 -0.5402 -0.1340
C -1.031 0.179 2.455 0.1115 0.0265 0.1943
C -0.889 -1.264 2.556 -0.2292 0.0389 -0.0515
N -0.382 -1.897 1.479 0.5461 -0.4673 -0.3481
C -0.354 -3.228 1.476 0.0919 0.0086 0.0872
C -0.779 -3.986 2.564 -0.0137 -0.0097 -0.0241
C -1.252 -3.348 3.687 -0.0210 0.0038 0.0101
C -1.327 -1.952 3.686 0.0286 0.0167 -0.0916
C -1.864 -1.185 4.799 -0.0267 -0.0694 0.0579
N -2.275 -1.726 5.918 0.0054 0.0379 -0.0034
H -2.055 2.912 4.161 -0.0124 -0.0078 0.0017
H -1.278 3.960 2.017 0.0055 0.0011 -0.0023
H -0.389 2.505 0.222 -0.0213 -0.0061 0.0059
H 0.012 -3.701 0.579 -0.0083 -0.0340 0.0221
H -0.731 -5.064 2.508 -0.0018 0.0003 -0.0091
H -1.590 -3.896 4.556 0.0078 0.0010 0.0057
N 1.918 -0.093 0.841 0.2056 0.3235 -0.4772
C 2.655 -1.270 1.441 -0.0620 0.1356 0.0633
C 2.886 -2.393 0.449 -0.1441 0.0886 0.0683
C 3.578 -1.962 -0.845 0.0276 0.0849 -0.0962
C 2.611 -1.906 -2.015 0.2537 0.2500 0.1418
N 1.608 -0.812 -1.855 -0.5345 -1.0292 -0.1036
H 2.544 0.376 0.187 0.0800 0.0577 0.1322
H 1.717 0.589 1.571 0.0450 -0.0077 0.0115
H 2.070 -1.617 2.289 -0.0091 0.0440 0.0385
H 3.588 -0.845 1.819 0.0541 -0.1282 -0.0179
H 1.924 -2.841 0.195 0.0644 -0.0693 0.0531
H 3.454 -3.164 0.969 0.0526 0.0443 0.0149
H 4.384 -2.647 -1.101 -0.0355 -0.0503 0.0023
H 4.066 -0.986 -0.722 0.0683 -0.0375 -0.0428
H 2.064 -2.834 -2.135 0.0518 -0.0474 0.0370
H 3.147 -1.704 -2.944 -0.0312 0.0224 -0.0138
H 0.917 -0.912 -2.607 0.1803 0.1503 -0.1401
H 2.039 0.098 -2.002 -0.0275 0.0155 0.0063
C -0.451 4.832 -2.827 -0.0188 -0.0724 0.0277
Si -0.772 3.141 -3.539 -0.0261 0.0710 -0.0740
C -2.578 2.855 -3.868 -0.0019 -0.0053 -0.0421
C 0.263 2.798 -5.044 -0.0258 -0.0597 0.0109
C -0.277 1.863 -2.237 0.0706 0.0789 -0.0745
C -0.020 1.008 -1.419 0.4609 0.0423 0.1741
H -0.716 5.583 -3.575 -0.0033 0.0070 0.0239
H 0.596 4.990 -2.562 0.0194 -0.0246 -0.0096
H -1.065 5.020 -1.944 -0.0025 0.0152 -0.0051
H -2.896 3.512 -4.682 -0.0185 -0.0173 0.0190
H -3.206 3.074 -3.003 0.0283 0.0175 0.0361
H -2.774 1.827 -4.176 0.0217 -0.0034 -0.0166
H -0.027 3.488 -5.840 0.0067 -0.0208 -0.0016
H 0.093 1.784 -5.410 -0.0032 0.0147 -0.0241
H 1.332 2.928 -4.873 0.0087 0.0218 0.0519
O -1.599 -1.223 -1.009 -0.1572 0.2702 -0.0826
Cl -1.169 -2.283 -2.049 1.6821 -1.5884 0.0403
O -2.071 -3.326 -2.277 -1.5164 1.0048 0.1376
O -0.788 -1.570 -3.221 -0.2205 0.0450 0.0257
O -0.023 -2.880 -1.389 0.2708 0.0158 -0.4229
```
Forces are in eV/Å.

Results
charge = +2

Here are the natural (NBO) charges for atoms 1 to 5, given in e: number 1, Pt, carries 1.42; number 2, Se, carries 1.09; number 3, N, carries -0.58; number 4, C, carries 0.07; number 5, C, carries -0.07

Record 3
Here is the ion C21H27ClNO2 with charge +1 from the Open Molecules 2025 dataset. Energies are from the ωB97M-V functional and the def2-TZVPD basis.

Geometry as XYZ:
```
52
Properties=species:S:1:pos:R:3:forces:R:3
C -0.540 -5.067 -1.183 0.0128 0.3887 0.2111
C -0.939 -3.832 -0.393 -0.3635 -0.3245 -0.1187
H -1.349 -4.120 0.585 0.0354 0.1069 -0.0778
H -1.700 -3.259 -0.943 0.0772 -0.0038 0.1209
O 0.225 -3.045 -0.215 0.2910 0.1965 0.1131
C 0.171 -1.927 0.532 0.1359 0.0318 -0.1486
C -0.972 -1.385 1.091 0.0484 -0.0516 -0.0099
C -0.909 -0.212 1.852 0.1411 0.0983 0.0911
C 0.307 0.413 2.045 -0.4066 -0.1055 0.0802
C 1.465 -0.118 1.496 0.1731 -0.2128 -0.1519
C 1.421 -1.280 0.742 -0.2092 -0.0176 0.0190
O 2.476 -1.893 0.180 -0.3219 -0.1158 -0.0952
C 3.775 -1.377 0.411 0.4417 0.0787 0.1482
C 4.031 -0.078 -0.313 -0.0387 -0.0305 0.1458
C 4.748 0.968 0.260 -0.0784 -0.0577 -0.2398
C 4.987 2.139 -0.441 0.0250 0.0346 0.0358
C 4.500 2.280 -1.728 0.0077 0.0046 0.0568
C 3.776 1.254 -2.311 -0.0437 -0.0498 -0.0509
C 3.549 0.086 -1.607 0.0396 0.0367 0.0399
H 2.994 -0.725 -2.054 -0.0684 -0.0751 -0.0606
H 3.399 1.359 -3.317 -0.0281 0.0076 -0.0999
H 4.692 3.191 -2.274 0.0226 0.0920 -0.0436
H 5.553 2.932 0.022 0.0568 0.0583 0.0655
Cl 5.367 0.832 1.877 0.0438 0.0363 0.1033
H 4.444 -2.150 0.019 -0.0947 0.1036 0.1508
H 3.960 -1.269 1.485 -0.0604 -0.0806 -0.1601
H 2.400 0.386 1.668 0.1643 0.0339 0.0098
H 0.369 1.315 2.634 0.0066 0.1440 0.0921
C -2.176 0.348 2.430 0.5924 -0.3277 0.3149
H -1.958 1.159 3.125 -0.1548 0.0175 -0.1044
H -2.727 -0.432 2.961 -0.1120 0.1357 -0.0868
N -3.077 0.877 1.354 -0.3795 -0.1171 -0.0263
H -3.133 0.168 0.612 -0.1509 0.0472 0.2019
H -4.018 1.012 1.739 0.1455 -0.1216 -0.1285
C -2.657 2.160 0.699 0.2342 0.7343 -0.2901
C -1.723 1.882 -0.473 0.1323 -0.2165 -0.0457
H -1.263 2.822 -0.772 0.0008 0.0701 0.0924
H -0.925 1.183 -0.232 0.0695 0.0710 -0.0216
C -2.653 1.372 -1.582 0.0188 0.0505 -0.0551
H -2.708 0.281 -1.573 0.0263 -0.0656 -0.0500
H -2.279 1.656 -2.562 0.0442 -0.1009 -0.0393
C -4.032 2.000 -1.295 -0.0817 -0.0005 -0.0991
H -4.800 1.232 -1.196 -0.0543 0.0025 -0.0409
H -4.344 2.657 -2.102 -0.0973 -0.0226 -0.0054
C -3.868 2.789 0.014 -0.0795 -0.0989 0.0136
H -3.638 3.831 -0.203 0.0523 0.0184 0.1084
H -4.766 2.776 0.630 -0.0532 0.0903 0.0903
H -2.218 2.798 1.467 -0.0526 -0.1598 0.0789
H -1.920 -1.888 0.966 -0.0958 -0.1589 -0.0361
H -1.406 -5.704 -1.337 -0.0793 -0.0697 -0.0252
H -0.133 -4.777 -2.146 0.0152 -0.0105 -0.1122
H 0.219 -5.623 -0.640 0.0500 -0.0945 0.0398
```
Forces are in eV/Å.

Results
charge = +1
SMILES = CCOc1cc(C[NH2+]C2CCCC2)ccc1OCc1ccccc1Cl

Here are the natural (NBO) charges for atoms 1 to 5, given in e: number 1, C, carries -0.62; number 2, C, carries -0.06; number 3, H, carries 0.18; number 4, H, carries 0.16; number 5, O, carries -0.49

Number 1: LUMO energy 0.527 eV, E_tot -1762.2620 hartree. Number 2: LUMO energy -7.649 eV, E_tot -4715.5129 hartree. Number 3: LUMO energy -2.771 eV, E_tot -1481.6125 hartree.